(1)
The following is a quantum chemistry calculation of a 9-piece molecular cluster, C41H58Br3IN2O33S8 overall at a distorted geometry, from the OMol25 dataset.

Element x y z (Å)
C (1.725, 0.485, 3.634)
C (0.810, 0.125, 2.361)
C (-0.638, -0.401, 2.814)
C (-1.321, -1.072, 1.508)
C (-1.537, 0.005, 0.357)
C (-0.654, 0.020, -0.855)
C (0.501, -1.042, -1.084)
C (-0.081, -2.522, -1.253)
C (0.902, -3.661, -1.099)
C (0.439, -5.080, -1.248)
C (-1.007, -5.389, -1.546)
C (-1.940, -4.223, -1.697)
C (-3.486, -4.481, -2.014)
C (-1.521, -2.794, -1.577)
C (-0.881, 1.104, -1.898)
Br (0.196, 1.323, -3.530)
C (-1.978, 2.067, -1.705)
C (-2.914, 2.060, -0.497)
N (-3.933, 3.015, -0.480)
C (-4.701, 2.850, 0.651)
C (-5.930, 3.856, 0.769)
Br (-7.682, 2.902, 0.867)
C (-5.731, 4.940, 1.930)
C (-7.080, 5.572, 2.482)
Br (-4.665, 6.443, 1.132)
C (-4.461, 1.828, 1.743)
C (-5.377, 1.736, 3.043)
C (-6.414, 0.512, 2.957)
O (-7.290, 0.402, 3.779)
I (-6.319, -0.950, 1.363)
N (-3.444, 0.902, 1.701)
C (-2.675, 1.017, 0.541)
H (1.198, 0.230, 4.609)
H (1.861, 1.615, 3.610)
H (2.737, -0.012, 3.547)
H (1.256, -0.709, 1.745)
H (0.734, 1.054, 1.707)
H (-1.305, 0.420, 3.203)
H (-0.496, -1.241, 3.554)
H (-0.617, -1.897, 1.188)
H (-2.293, -1.562, 1.821)
H (1.287, -0.977, -0.275)
H (1.054, -0.841, -2.062)
H (2.000, -3.494, -0.886)
H (1.116, -5.975, -1.152)
H (-1.396, -6.444, -1.645)
H (-4.065, -3.891, -1.241)
H (-3.650, -5.588, -1.878)
H (-3.795, -4.088, -3.025)
H (-2.193, -1.906, -1.712)
H (-2.145, 2.863, -2.493)
H (-5.989, 4.457, -0.195)
H (-5.145, 4.544, 2.816)
H (-6.839, 6.654, 2.752)
H (-7.920, 5.623, 1.733)
H (-7.387, 5.095, 3.471)
H (-6.007, 2.652, 3.205)
H (-4.670, 1.563, 3.912)
C (4.329, 3.155, -4.607)
C (3.770, 1.890, -5.235)
O (4.912, 1.166, -5.688)
S (6.153, 1.463, -4.687)
O (6.236, 0.391, -3.750)
O (7.265, 1.890, -5.468)
O (5.526, 2.746, -3.934)
H (4.602, 3.892, -5.372)
H (3.632, 3.609, -3.902)
H (3.095, 2.101, -6.064)
H (3.252, 1.276, -4.492)
C (1.558, -9.888, 0.902)
C (1.742, -9.366, 2.315)
O (2.874, -8.498, 2.242)
S (2.913, -7.800, 0.784)
O (2.322, -6.509, 0.891)
O (4.204, -8.015, 0.216)
O (1.856, -8.780, 0.052)
H (2.269, -10.688, 0.681)
H (0.544, -10.245, 0.722)
H (1.915, -10.165, 3.035)
H (0.880, -8.772, 2.632)
C (7.547, 6.185, -0.559)
C (8.735, 5.516, -1.230)
O (8.321, 4.170, -1.458)
S (6.725, 4.145, -1.739)
O (6.515, 4.115, -3.146)
O (6.129, 3.205, -0.854)
O (6.395, 5.642, -1.205)
H (7.497, 5.927, 0.502)
H (7.568, 7.269, -0.667)
H (9.631, 5.543, -0.612)
H (8.950, 5.973, -2.201)
C (-3.456, 9.515, -1.505)
C (-3.088, 9.913, -0.087)
O (-1.906, 10.703, -0.219)
S (-1.963, 11.509, -1.622)
O (-2.439, 12.825, -1.364)
O (-0.761, 11.252, -2.336)
O (-3.163, 10.663, -2.303)
H (-2.835, 8.687, -1.857)
H (-4.507, 9.244, -1.598)
H (-2.905, 9.050, 0.553)
H (-3.865, 10.539, 0.362)
C (7.356, -6.380, 0.851)
C (7.052, -5.142, 1.673)
O (7.541, -5.440, 2.982)
S (8.836, -6.404, 2.856)
O (10.006, -5.598, 2.942)
O (8.626, -7.546, 3.679)
O (8.632, -6.835, 1.311)
H (6.625, -7.170, 1.040)
H (7.390, -6.168, -0.217)
H (5.988, -4.913, 1.702)
H (7.600, -4.273, 1.297)
C (-7.814, -1.960, 5.712)
C (-8.820, -2.857, 5.015)
O (-9.208, -3.813, 6.004)
S (-9.163, -3.115, 7.463)
O (-10.481, -2.696, 7.801)
O (-8.369, -3.923, 8.323)
O (-8.309, -1.807, 7.046)
H (-6.831, -2.436, 5.767)
H (-7.720, -0.991, 5.225)
H (-8.398, -3.355, 4.143)
H (-9.710, -2.296, 4.718)
C (-5.057, -8.716, -0.324)
C (-4.529, -9.342, 0.955)
O (-3.112, -9.395, 0.781)
S (-2.640, -8.135, -0.120)
O (-2.182, -7.110, 0.752)
O (-1.865, -8.627, -1.208)
O (-4.100, -7.713, -0.673)
H (-5.095, -9.448, -1.135)
H (-6.043, -8.273, -0.190)
H (-4.934, -10.338, 1.128)
H (-4.740, -8.708, 1.821)
C (5.934, 8.649, -5.249)
C (7.120, 7.978, -5.918)
O (6.702, 6.631, -6.141)
S (5.110, 6.610, -6.419)
O (4.900, 6.578, -7.825)
O (4.511, 5.671, -5.529)
O (4.782, 8.104, -5.893)
H (5.883, 8.395, -4.187)
H (5.956, 9.733, -5.360)
H (8.017, 8.005, -5.300)
H (7.335, 8.431, -6.889)

As for the total charge: 0. The frontier orbital gap comes out at 7.0656 eV. The LUMO energy is -1.36 eV.


(2)
The following is a quantum chemistry calculation of a 9-piece molecular cluster, C12H42N12O12 overall at a distorted geometry, from the OMol25 dataset.

Element x y z (Å)
C (-2.136, 4.076, -0.702)
O (-2.601, 2.981, -0.401)
N (-2.379, 5.182, -0.030)
N (-1.285, 4.256, -1.649)
H (-2.043, 6.068, -0.380)
H (-2.910, 5.155, 0.829)
H (-1.124, 5.217, -1.914)
H (-1.078, 3.473, -2.252)
C (-1.224, 3.364, 3.061)
O (-0.903, 4.473, 3.314)
N (-1.990, 2.703, 3.800)
N (-0.792, 2.736, 2.082)
H (-2.344, 2.971, 4.707)
H (-2.310, 1.771, 3.575)
H (0.047, 3.042, 1.611)
H (-1.393, 1.926, 2.024)
C (2.325, 2.862, -2.596)
O (2.448, 2.371, -3.721)
N (1.729, 3.973, -2.427)
N (2.559, 2.363, -1.377)
H (1.701, 4.552, -3.253)
H (1.774, 4.309, -1.475)
H (2.351, 2.939, -0.574)
H (2.859, 1.418, -1.186)
C (-3.189, -3.365, 0.843)
O (-3.287, -2.924, -0.333)
N (-2.189, -3.398, 1.644)
N (-4.246, -3.828, 1.456)
H (-2.187, -3.934, 2.500)
H (-1.326, -2.918, 1.435)
H (-4.961, -3.960, 0.755)
H (-4.386, -4.192, 2.388)
C (3.330, -4.528, 0.929)
O (4.324, -3.905, 0.598)
N (3.401, -5.762, 1.460)
N (2.151, -4.023, 1.143)
H (2.799, -6.036, 2.224)
H (4.288, -6.245, 1.448)
H (1.339, -4.590, 1.336)
H (2.138, -3.020, 1.262)
C (0.073, 0.094, 0.067)
O (1.024, -0.594, 0.290)
N (0.023, 1.103, -0.748)
N (-1.114, -0.157, 0.616)
H (-0.719, 1.773, -0.603)
H (0.894, 1.411, -1.156)
H (-1.879, 0.481, 0.448)
H (-1.383, -0.934, 1.203)
C (-0.539, 0.908, -4.157)
C (-1.697, -0.096, -4.088)
O (-1.652, -1.211, -5.013)
O (-0.765, 1.879, -5.180)
H (0.461, 0.487, -4.259)
H (-0.486, 1.463, -3.220)
H (-2.587, 0.498, -4.299)
H (-1.682, -0.492, -3.072)
H (-2.500, -1.304, -5.454)
H (-0.027, 1.944, -5.790)
C (-0.843, -0.907, 3.910)
C (-2.402, -0.932, 3.790)
O (-2.833, 0.244, 3.021)
O (-0.404, 0.387, 4.415)
H (-0.617, -1.140, 2.870)
H (-0.604, -1.752, 4.556)
H (-2.861, -0.731, 4.759)
H (-2.898, -1.853, 3.484)
H (-3.784, 0.310, 3.134)
H (-0.279, 0.381, 5.367)
C (5.031, -2.032, -1.990)
C (3.609, -1.697, -1.676)
O (3.528, -0.308, -1.554)
O (5.280, -3.485, -1.896)
H (5.785, -1.611, -1.324)
H (5.380, -1.672, -2.958)
H (3.242, -2.161, -0.760)
H (2.974, -2.054, -2.488)
H (2.591, -0.128, -1.441)
H (5.378, -3.667, -0.958)

As for the total charge: 0. The frontier orbital gap comes out at 8.6729 eV. The LUMO energy is -0.30 eV.


In order of appearance, energy above the lowest of the compared OMol25 structures with the same formula, charge and spin = 0.0 597.7 kJ/mol.